[1]
ORCA calculation (ωB97M-V/def2-TZVPD) on a molecular structure, C8H29CaN12O7.

```
! RIJCOSX wB97M-V def2-TZVPD def2/J DEFGRID3
* xyz 1 1
Ca 0.514 0.069 -0.129
C 0.510 1.191 -4.424
C 0.321 -0.102 -3.597
O 0.982 -0.098 -2.378
H 0.337 2.111 -3.859
H -0.260 1.178 -5.202
H 1.491 1.313 -4.882
H 0.672 -0.909 -4.261
H -0.768 -0.195 -3.450
C 0.804 2.933 1.636
O 0.832 2.331 0.564
N 1.884 3.598 2.137
N -0.336 3.057 2.362
H 2.712 3.644 1.573
H 1.808 4.069 3.016
H -1.142 2.571 1.998
H -0.389 3.567 3.220
C -2.243 -2.004 -0.508
O -1.480 -1.090 -0.127
N -1.835 -3.119 -1.119
N -3.572 -1.946 -0.183
H -0.906 -3.221 -1.513
H -2.568 -3.783 -1.300
H -3.799 -1.078 0.279
H -4.276 -2.450 -0.690
C 3.744 0.379 1.166
O 2.775 0.131 0.464
N 3.655 0.729 2.485
N 4.994 0.490 0.635
H 4.444 0.636 3.101
H 2.770 0.691 2.959
H 5.826 0.396 1.190
H 5.082 0.221 -0.331
C 1.449 -3.024 -0.846
O 1.421 -2.075 -0.070
N 1.113 -2.888 -2.152
N 1.715 -4.327 -0.458
H 1.203 -3.607 -2.844
H 1.046 -1.887 -2.429
H 1.786 -4.574 0.510
H 1.870 -4.986 -1.193
C -0.623 -0.630 3.024
O 0.115 -0.103 2.166
N -1.607 -1.501 2.738
N -0.552 -0.216 4.308
H -2.272 -1.697 3.457
H -1.720 -1.728 1.763
H 0.189 0.450 4.453
H -1.110 -0.550 5.067
C -2.954 2.015 -0.752
O -1.990 1.554 -0.144
N -3.100 3.365 -0.990
N -3.830 1.239 -1.466
H -4.012 3.781 -1.113
H -2.541 3.998 -0.437
H -3.588 0.282 -1.625
H -4.594 1.794 -1.801
*
```

- Kohn-Sham gap (eV) = 7.596
- energy (eV) = -59424.7368
- E_HOMO (eV) = -9.6
- lowest unoccupied orbital energy (eV) = -1.955
- F_max (eV/Å) = 2.00
- relative energy (zero: lowest compared OMol25 entry of this formula, charge and spin) (kJ/mol) = 5.27

natural (NBO) atomic charge list, values in e, 8 entries: number 1, Ca, carries 1.820; number 2, C, carries -0.623; number 3, C, carries -0.043; number 4, O, carries -1.040; number 5, H, carries 0.199; number 6, H, carries 0.190; number 7, H, carries 0.200; number 8, H, carries 0.117

[2]
ORCA calculation (ωB97M-V/def2-TZVPD) on 7 unconnected molecules or ions with the total composition C8H30O11.

```
! RIJCOSX wB97M-V def2-TZVPD def2/J DEFGRID3
* xyz 0 1
O 0.739 -3.680 0.671
C -0.567 -3.732 0.105
C -0.590 -4.444 -1.245
O -0.341 -5.846 -1.175
H 0.920 -4.516 1.110
H -1.211 -4.286 0.790
H -0.890 -2.715 -0.104
H 0.062 -4.002 -2.007
H -1.586 -4.297 -1.689
H -0.341 -6.192 -2.069
O -3.142 4.084 1.028
C -2.246 3.931 -0.064
C -0.879 4.452 0.320
O -0.882 5.873 0.207
H -4.037 3.893 0.724
H -2.196 2.882 -0.364
H -2.592 4.482 -0.945
H -0.164 4.073 -0.421
H -0.597 4.129 1.325
H -0.128 6.222 0.690
O -3.262 1.983 2.947
C -2.131 1.214 2.617
C -2.489 -0.040 1.842
O -2.858 0.315 0.517
H -3.447 2.566 2.187
H -1.424 1.802 2.018
H -1.542 0.936 3.500
H -3.361 -0.499 2.307
H -1.657 -0.750 1.912
H -2.071 0.413 -0.050
O 4.273 -0.013 -1.744
C 4.031 -1.255 -1.075
C 2.777 -1.885 -1.721
O 3.035 -2.176 -3.069
H 3.569 0.637 -1.547
H 4.880 -1.910 -1.265
H 3.948 -1.073 -0.002
H 1.988 -1.131 -1.633
H 2.515 -2.773 -1.146
H 3.285 -1.348 -3.494
O 2.179 1.678 -1.180
H 2.113 2.354 -1.872
H 2.328 2.175 -0.362
O -0.341 0.594 -0.650
H 0.421 1.117 -0.961
H 0.034 0.011 0.033
O 1.150 -0.880 1.364
H 1.085 -1.838 1.521
H 1.641 -0.536 2.117
*
```

- Kohn-Sham gap (eV) = 8.992
- energy (eV) = -31303.3631
- E_HOMO (eV) = -9.3
- lowest unoccupied orbital energy (eV) = -0.271
- F_max (eV/Å) = 1.66
- relative energy (zero: lowest compared OMol25 entry of this formula, charge and spin) (kJ/mol) = 154.41
- SMILES = OCCO.OCCO.OCCO.OCCO.O.O.O

natural (NBO) atomic charge list, values in e, 8 entries: number 1, O, carries -0.751; number 2, C, carries -0.091; number 3, C, carries -0.092; number 4, O, carries -0.732; number 5, H, carries 0.484; number 6, H, carries 0.179; number 7, H, carries 0.198; number 8, H, carries 0.177

[3]
ORCA calculation (ωB97M-V/def2-TZVPD) on 9 unconnected molecules or ions with the total composition C8H30O8.

```
! RIJCOSX wB97M-V def2-TZVPD def2/J DEFGRID3
* xyz 0 1
C -0.915 3.135 0.731
C -0.465 1.891 0.865
C -0.596 0.836 -0.159
C -0.721 -0.456 0.152
C -0.874 -1.524 -0.883
C -1.012 -2.923 -0.276
C 0.313 -3.441 0.311
C 1.268 -3.940 -0.777
H -1.441 3.492 -0.148
H -0.831 3.892 1.501
H 0.046 1.630 1.780
H -0.654 1.182 -1.191
H -0.716 -0.807 1.176
H -1.750 -1.325 -1.529
H -0.048 -1.540 -1.606
H -1.370 -3.643 -1.011
H -1.746 -2.930 0.536
H 0.804 -2.669 0.891
H 0.152 -4.260 1.004
H 1.546 -3.151 -1.477
H 0.823 -4.740 -1.383
H 2.180 -4.353 -0.341
O 2.757 0.545 0.098
H 2.317 1.346 -0.312
H 3.646 0.891 0.284
O -3.327 2.212 -0.928
H -2.625 1.637 -1.248
H -4.117 1.667 -1.041
O -0.725 0.121 3.481
H 0.081 -0.161 2.989
H -0.904 -0.572 4.106
O 1.726 2.616 -1.181
H 1.329 2.136 -1.939
H 0.963 3.011 -0.699
O -3.280 0.821 1.882
H -2.430 0.666 2.317
H -3.110 1.481 1.194
O 1.547 -0.615 2.247
H 2.278 -0.549 2.873
H 1.881 -0.166 1.438
O 2.382 -0.878 -2.166
H 3.277 -0.870 -2.521
H 2.436 -0.519 -1.248
O 0.686 0.980 -3.081
H 1.240 0.220 -2.784
H 0.774 1.088 -4.036
*
```

- Kohn-Sham gap (eV) = 8.818
- energy (eV) = -25163.0456
- E_HOMO (eV) = -8.7
- lowest unoccupied orbital energy (eV) = 0.131
- F_max (eV/Å) = 1.18
- relative energy (zero: lowest compared OMol25 entry of this formula, charge and spin) (kJ/mol) = 23.88
- SMILES = C=C/C=C/CCCC.O.O.O.O.O.O.O.O

natural (NBO) atomic charge list, values in e, 8 entries: number 1, C, carries -0.426; number 2, C, carries -0.213; number 3, C, carries -0.303; number 4, C, carries -0.123; number 5, C, carries -0.463; number 6, C, carries -0.389; number 7, C, carries -0.406; number 8, C, carries -0.616

[4]
ORCA calculation (ωB97M-V/def2-TZVPD) on a molecular structure, C8H32CaN16O8.

```
! RIJCOSX wB97M-V def2-TZVPD def2/J DEFGRID3
* xyz 2 1
Ca -0.114 -0.014 -0.188
C 2.841 -1.845 -1.194
O 1.996 -0.998 -0.896
N 4.030 -1.531 -1.766
N 2.639 -3.166 -0.984
H 4.691 -2.276 -1.886
H 4.280 -0.592 -1.999
H 1.839 -3.574 -0.540
H 3.406 -3.808 -1.095
C 1.319 -1.213 2.952
O 1.170 -0.994 1.739
N 2.443 -0.884 3.649
N 0.331 -1.758 3.703
H 3.213 -0.483 3.140
H 2.669 -1.642 4.278
H -0.509 -2.022 3.226
H 0.615 -2.109 4.600
C 0.396 2.541 2.118
O 0.027 1.516 1.541
N -0.455 3.481 2.577
N 1.702 2.745 2.450
H -1.409 3.314 2.309
H -0.174 4.350 2.987
H 2.339 2.031 2.146
H 2.009 3.560 2.943
C 1.511 2.634 -1.608
O 1.319 1.640 -0.885
N 2.640 2.881 -2.294
N 0.584 3.626 -1.616
H 3.287 2.123 -2.383
H 2.677 3.731 -2.823
H 0.722 4.426 -2.211
H -0.242 3.636 -1.050
C -2.773 1.804 -1.255
O -1.640 1.629 -0.771
N -3.730 2.541 -0.666
N -3.160 1.148 -2.368
H -3.415 3.059 0.136
H -4.698 2.281 -0.721
H -4.065 1.290 -2.777
H -2.545 0.476 -2.796
C 0.188 0.216 -3.755
O -0.361 -0.110 -2.690
N 1.530 0.200 -3.919
N -0.516 0.346 -4.903
H 2.077 -0.016 -3.101
H 1.918 0.349 -4.829
H -0.077 0.286 -5.801
H -1.496 0.138 -4.832
C -2.707 -0.540 2.354
O -2.219 -0.680 1.228
N -3.162 0.651 2.822
N -2.866 -1.574 3.205
H -3.389 0.775 3.791
H -3.223 1.444 2.216
H -3.329 -1.499 4.093
H -2.590 -2.503 2.943
C -0.817 -3.407 -0.002
O -0.514 -2.274 -0.380
N -0.108 -4.065 0.960
N -1.865 -4.099 -0.501
H 0.641 -3.647 1.481
H -0.455 -4.956 1.259
H -2.037 -5.033 -0.193
H -2.385 -3.551 -1.167
*
```

- Kohn-Sham gap (eV) = 10.418
- energy (eV) = -67477.8509
- E_HOMO (eV) = -14.4
- lowest unoccupied orbital energy (eV) = -4.012
- F_max (eV/Å) = 2.53
- relative energy (zero: lowest compared OMol25 entry of this formula, charge and spin) (kJ/mol) = 68.45

natural (NBO) atomic charge list, values in e, 8 entries: number 1, Ca, carries 1.810; number 2, C, carries 0.794; number 3, O, carries -0.724; number 4, N, carries -0.829; number 5, N, carries -0.825; number 6, H, carries 0.399; number 7, H, carries 0.406; number 8, H, carries 0.416